[1]
{
  "formula": "C23H24AuBrI2NO2",
  "method": "ωB97M-V with the def2-TZVPD basis set",
  "elements": ["Au", "I", "I", "Br", "O", "O", "N", "C", "C", "C", "C", "C", "C", "C", "C", "C", "C", "C", "C", "C", "C", "C", "C", "C", "C", "C", "C", "C", "C", "C", "H", "H", "H", "H", "H", "H", "H", "H", "H", "H", "H", "H", "H", "H", "H", "H", "H", "H", "H", "H", "H", "H", "H", "H"],
  "xyz": [[1.04, -1.00, 2.21], [3.46, -2.38, 6.63], [0.11, -7.28, 5.76], [2.06, 1.27, 1.88], [0.03, -0.58, 0.48], [1.96, -1.59, 3.95], [0.17, -2.89, 2.46], [1.74, 5.30, -1.66], [0.19, 0.57, -0.17], [0.17, -4.80, 3.93], [0.58, 3.05, -1.55], [-0.78, -5.39, 3.08], [0.70, -5.37, 5.11], [1.27, 2.78, -0.39], [1.06, 1.58, 0.25], [-2.63, -0.45, -0.93], [-0.72, -3.45, 1.67], [-1.22, -4.73, 1.95], [-1.50, -0.18, -1.95], [2.06, -3.40, 5.48], [-0.62, 5.06, -2.40], [1.58, -2.79, 4.34], [1.62, -4.68, 5.86], [0.63, -3.51, 3.58], [-0.75, -1.49, -2.28], [1.24, 4.03, -3.74], [-0.30, 2.06, -2.00], [-0.52, 0.84, -1.38], [-2.16, 0.31, -3.24], [0.74, 4.35, -2.33], [2.74, 4.85, -1.61], [-0.84, 2.26, -2.91], [-2.24, -0.87, 0.00], [-1.42, 0.50, -4.02], [1.42, 5.58, -0.66], [1.97, 3.49, 0.04], [-2.73, 1.23, -3.07], [-1.16, -6.38, 3.31], [1.40, 4.96, -4.30], [-3.15, 0.48, -0.69], [-0.32, -1.93, -1.39], [-1.03, -2.89, 0.80], [-1.44, -2.21, -2.73], [0.53, 3.42, -4.30], [-1.94, -5.17, 1.29], [-0.51, 6.02, -2.92], [0.05, -1.29, -2.99], [-3.35, -1.14, -1.35], [1.82, 6.21, -2.25], [2.19, 3.49, -3.70], [-1.36, 4.47, -2.94], [-2.84, -0.45, -3.60], [2.03, -5.12, 6.76], [-1.00, 5.26, -1.40]],
  "charge": 1,
  "gap_ev": 5.0,
  "lumo_energy_ev": -6.1
}

---

[2]
{
  "formula": "C3H7N2O",
  "method": "ωB97M-V with the def2-TZVPD basis set",
  "elements": ["O", "N", "N", "C", "C", "C", "H", "H", "H", "H", "H", "H", "H"],
  "xyz": [[-2.07, -0.03, -0.29], [0.04, -1.07, 0.21], [2.20, -0.33, -0.23], [-1.33, -1.06, 0.05], [0.72, 0.02, 0.16], [-1.76, 1.21, 0.05], [-1.32, 1.66, 0.93], [-2.39, 1.84, -0.54], [2.15, -1.20, 0.40], [2.70, 0.53, -0.05], [0.54, 1.04, 0.48], [2.23, -0.60, -1.23], [-1.71, -1.99, 0.04]],
  "charge": 1,
  "gap_ev": [8.4, 7.8],
  "lumo_energy_ev": [-4.0, -4.7]
}

---

[3]
{
  "formula": "C23H40Cl2N5O3P2RbS",
  "method": "ωB97M-V with the def2-TZVPD basis set",
  "elements": ["Rb", "Cl", "Cl", "S", "P", "P", "O", "O", "O", "N", "N", "N", "N", "N", "C", "C", "C", "C", "C", "C", "C", "C", "C", "C", "C", "C", "C", "C", "C", "C", "C", "C", "C", "C", "C", "C", "C", "H", "H", "H", "H", "H", "H", "H", "H", "H", "H", "H", "H", "H", "H", "H", "H", "H", "H", "H", "H", "H", "H", "H", "H", "H", "H", "H", "H", "H", "H", "H", "H", "H", "H", "H", "H", "H", "H", "H", "H"],
  "xyz": [[0.45, 0.37, -0.53], [1.30, -2.91, 0.33], [5.83, -3.10, -2.71], [2.77, -2.14, -2.45], [-2.89, -1.20, 0.24], [-3.06, 1.59, -0.42], [-1.73, 1.83, 0.17], [-3.43, 0.04, -0.67], [-1.42, -1.32, 0.20], [-4.26, 2.13, 0.57], [4.73, 0.02, -1.19], [-3.81, -2.40, -0.41], [-3.19, 2.16, -1.97], [-3.44, -0.98, 1.76], [2.81, 2.09, 0.61], [6.19, 0.05, -1.07], [-3.95, -2.54, -1.85], [3.93, 3.68, 2.18], [4.23, 1.12, -2.04], [2.95, -3.38, 0.04], [4.05, -0.06, 0.17], [-4.19, 1.71, -2.92], [3.60, -4.04, 1.07], [-2.53, -0.71, 2.87], [2.89, 3.31, 1.32], [5.58, -4.12, -0.26], [5.00, 2.82, 2.39], [4.91, -3.45, -1.27], [4.92, -4.42, 0.92], [-3.97, 3.04, 1.67], [4.99, 1.60, 1.73], [3.56, -3.05, -1.18], [3.94, 1.27, 0.87], [-5.64, 2.11, 0.13], [-3.69, -3.69, 0.28], [-4.85, -0.79, 2.05], [-2.75, 3.54, -2.17], [-5.79, 1.33, -0.61], [-4.45, 0.67, -2.76], [3.05, -4.25, 1.98], [-5.95, 3.07, -0.30], [-2.71, -1.42, 3.68], [4.35, 2.08, -1.53], [2.08, 4.03, 1.21], [4.78, 1.10, -2.98], [-4.80, -3.20, -2.06], [-6.29, 1.89, 0.98], [-5.11, 2.31, -2.87], [3.90, 4.64, 2.69], [5.44, -4.93, 1.72], [-3.79, 1.80, -3.93], [6.62, -4.39, -0.40], [6.47, 0.97, -0.55], [-4.58, -4.28, 0.08], [-1.50, -0.81, 2.54], [-3.05, -2.98, -2.31], [5.80, 3.08, 3.07], [4.62, -0.80, 0.73], [-2.81, -4.25, -0.07], [-2.37, 3.64, -3.19], [-3.57, 4.25, -2.04], [6.52, -0.82, -0.50], [4.38, -0.84, -1.69], [6.64, 0.02, -2.06], [-3.60, -3.54, 1.35], [-4.21, 4.08, 1.41], [-5.44, -0.91, 1.14], [3.17, 0.96, -2.24], [-2.91, 2.98, 1.93], [3.07, -0.49, -0.04], [-2.69, 0.30, 3.25], [-5.19, -1.54, 2.78], [-1.95, 3.78, -1.47], [-5.03, 0.20, 2.46], [5.80, 0.90, 1.90], [-4.56, 2.76, 2.54], [-4.14, -1.58, -2.32]],
  "gap_ev": 6.3,
  "lumo_energy_ev": 0.1
}

---

[4]
{
  "formula": "C2H2FO2S",
  "method": "ωB97M-V with the def2-TZVPD basis set",
  "elements": ["S", "F", "O", "O", "C", "C", "H", "H"],
  "xyz": [[-2.81, -0.08, 0.25], [1.02, 2.12, -0.84], [-1.65, -0.80, -0.87], [-3.37, 1.11, -0.37], [0.08, 2.19, 0.34], [-1.09, -0.03, 0.25], [-0.79, 2.74, -0.03], [-0.51, -0.69, 0.89]],
  "charge": -1,
  "gap_ev": 6.7,
  "lumo_energy_ev": 3.6
}

---

[5]
{
  "formula": "C5H9NO",
  "method": "ωB97M-V with the def2-TZVPD basis set",
  "elements": ["O", "N", "C", "C", "C", "C", "C", "H", "H", "H", "H", "H", "H", "H", "H", "H"],
  "xyz": [[-1.87, -1.82, -1.12], [1.52, -0.42, -0.73], [-0.78, 0.07, -0.10], [-1.06, -1.40, -0.33], [2.57, 0.16, -1.13], [-1.69, 0.57, 1.03], [0.69, 0.28, 0.24], [-1.03, 0.60, -1.03], [-1.51, 0.01, 1.95], [-1.52, 1.63, 1.24], [0.93, 1.35, 0.32], [-0.49, -2.09, 0.32], [2.89, 1.16, -0.80], [-2.75, 0.44, 0.76], [0.89, -0.18, 1.22], [3.22, -0.36, -1.85]],
  "gap_ev": 10.5,
  "lumo_energy_ev": 1.0,
  "smiles": "C=NC[C@H](C)C=O"
}

---

[6]
{
  "formula": "C18H60O18S3",
  "method": "ωB97M-V with the def2-TZVPD basis set",
  "elements": ["S", "S", "S", "O", "O", "O", "O", "O", "O", "O", "O", "O", "O", "O", "O", "O", "O", "O", "O", "O", "O", "C", "C", "C", "C", "C", "C", "C", "C", "C", "C", "C", "C", "C", "C", "C", "C", "C", "C", "H", "H", "H", "H", "H", "H", "H", "H", "H", "H", "H", "H", "H", "H", "H", "H", "H", "H", "H", "H", "H", "H", "H", "H", "H", "H", "H", "H", "H", "H", "H", "H", "H", "H", "H", "H", "H", "H", "H", "H", "H", "H", "H", "H", "H", "H", "H", "H", "H", "H", "H", "H", "H", "H", "H", "H", "H", "H", "H", "H"],
  "xyz": [[-13.65, 24.21, 15.29], [-9.50, 17.95, 14.34], [-16.68, 15.43, 18.49], [-9.57, 18.21, 15.79], [-8.41, 19.01, 13.62], [-9.23, 16.66, 13.78], [-20.56, 25.77, 16.52], [-15.77, 16.56, 18.59], [-18.19, 26.14, 19.97], [-12.31, 23.67, 15.23], [-15.73, 22.11, 9.22], [-13.77, 20.67, 19.99], [-18.19, 16.10, 18.02], [-5.76, 25.07, 18.20], [-14.11, 25.06, 16.38], [-14.28, 29.71, 17.23], [-14.70, 22.85, 15.19], [-12.66, 26.67, 20.63], [-22.80, 22.46, 15.62], [-16.36, 14.27, 17.65], [-16.56, 16.34, 11.43], [-7.07, 25.15, 18.70], [-13.16, 30.50, 17.10], [-8.05, 20.16, 14.35], [-6.75, 19.93, 15.13], [-13.58, 26.24, 21.51], [-14.15, 25.01, 13.71], [-22.89, 21.04, 15.77], [-17.63, 16.36, 12.31], [-18.73, 25.33, 21.04], [-20.41, 15.82, 17.21], [-19.29, 15.21, 18.10], [-12.51, 21.12, 19.44], [-16.03, 21.51, 10.47], [-16.00, 23.00, 15.80], [-16.98, 14.79, 20.25], [-10.98, 18.66, 13.53], [-16.92, 21.76, 15.54], [-21.25, 26.99, 16.31], [-14.01, 28.80, 17.40], [-16.78, 20.73, 10.34], [-22.33, 26.86, 16.44], [-6.42, 20.82, 15.67], [-10.60, 19.00, 12.57], [-19.81, 25.47, 20.98], [-21.04, 25.06, 16.09], [-23.85, 20.58, 16.00], [-19.09, 14.22, 17.67], [-6.86, 19.13, 15.86], [-15.20, 21.12, 11.05], [-15.08, 25.57, 13.83], [-17.36, 16.83, 13.26], [-20.85, 27.78, 16.95], [-5.89, 19.81, 14.47], [-7.77, 24.93, 17.89], [-16.41, 22.30, 11.13], [-16.51, 15.50, 10.97], [-7.40, 26.08, 19.17], [-13.85, 25.23, 21.21], [-17.96, 21.98, 15.79], [-18.44, 25.72, 19.14], [-12.18, 22.13, 19.69], [-18.43, 25.60, 22.05], [-20.82, 16.74, 17.63], [-13.42, 26.25, 22.59], [-11.26, 19.49, 14.17], [-12.48, 20.98, 18.36], [-23.64, 22.69, 15.21], [-13.97, 19.82, 19.59], [-22.38, 20.83, 16.72], [-16.84, 21.38, 14.52], [-5.80, 25.15, 17.24], [-20.08, 15.91, 16.18], [-11.71, 20.52, 19.87], [-15.98, 23.20, 16.87], [-18.36, 17.05, 11.90], [-19.63, 15.11, 19.13], [-15.29, 21.42, 8.71], [-16.63, 20.91, 16.17], [-7.89, 20.90, 13.56], [-16.05, 14.28, 20.50], [-11.81, 17.96, 13.54], [-14.22, 24.28, 12.91], [-13.30, 25.68, 13.55], [-12.38, 29.96, 17.66], [-16.37, 23.91, 15.34], [-12.92, 26.42, 19.74], [-16.98, 15.74, 20.78], [-22.45, 20.59, 14.88], [-21.11, 27.23, 15.26], [-18.14, 15.41, 12.44], [-21.23, 15.11, 17.09], [-18.50, 24.29, 20.80], [-12.87, 30.65, 16.06], [-8.84, 20.43, 15.06], [-14.50, 26.79, 21.31], [-17.93, 14.25, 20.33], [-7.30, 24.37, 19.43], [-13.37, 31.46, 17.57]],
  "gap_ev": 9.8,
  "lumo_energy_ev": 0.1,
  "smiles": "CCOS(C)(=O)=O.CCOS(C)(=O)=O.CCOS(C)(=O)=O.CO.CO.CO.CO.CO.CO.CO.CO.CO"
}